One molecule with the formula C25H20N4O in a non-equilibrium geometry. Source: the Open Molecules 2025 dataset; level of theory: wB97M-V/def2-TZVPD.

M   392.462 g mol⁻¹
Highest occupied orbital energy   -6.77 eV
Structure (SMILES)   Cc1ccccc1-c1[nH]cc(-c2ccc(Oc3ccccc3)cc2)c2c(N)nnc1-2
Energy relative to the best compared isomer or geometry (same formula, charge and spin)   164.9 kJ/mol
Gap between HOMO and LUMO   6.5 eV
LUMO   -0.008 Ha
Net charge   0
Strongest force on any atom   2.97 eV Å⁻¹

Last column: Löwdin charge in e.
Geometry (Å):
N 1.427 4.067 -0.411  0.02
N 1.326 3.763 -1.667  0.06
O -2.354 -3.243 -3.296  0.03
C 0.982 2.987 0.383  -0.15
C 0.607 1.925 -0.524  -0.09
C 0.157 0.604 -0.009  -0.09
C 0.845 2.473 -1.720  -0.39
C 0.091 0.467 1.362  -0.02
C 0.932 2.734 1.783  -0.09
C -2.348 -7.303 -2.545  -0.13
C -2.607 -6.472 -1.495  -0.07
C -2.134 -6.841 -3.811  -0.08
C 1.300 6.032 3.457  -0.08
C 2.233 5.780 4.500  -0.06
C -2.645 -5.076 -1.737  -0.01
C -2.154 -5.462 -4.074  0.00
C -0.692 -2.696 -1.600  -0.01
C -2.116 -1.028 -2.579  0.03
C -0.079 -1.735 -0.805  -0.02
C -1.515 -0.042 -1.741  -0.01
C 0.858 5.032 2.623  -0.03
C 2.732 4.477 4.637  -0.05
C -2.351 -4.587 -3.020  -0.28
C -1.727 -2.359 -2.480  -0.26
C -0.455 -0.400 -0.903  -0.23
C 1.350 3.717 2.763  -0.14
C 2.309 3.452 3.777  -0.20
N 0.680 1.761 -2.892  0.12
N 0.505 1.470 2.244  0.11
C 2.947 2.074 3.850  -0.04
H -0.333 -0.419 1.761  0.11
H -2.261 -8.348 -2.357  0.10
H -2.704 -6.846 -0.484  0.11
H -1.943 -7.565 -4.626  0.12
H 0.912 7.043 3.315  0.11
H 2.570 6.522 5.203  0.10
H -2.891 -4.387 -0.937  0.12
H -1.930 -5.012 -5.075  0.14
H -0.352 -3.725 -1.479  0.12
H -2.926 -0.748 -3.205  0.11
H 0.708 -2.060 -0.130  0.12
H -1.892 0.990 -1.735  0.13
H 0.109 5.281 1.851  0.13
H 3.445 4.251 5.429  0.11
H 0.545 0.752 -2.820  0.08
H 1.092 2.176 -3.700  0.08
H 0.457 1.333 3.257  0.15
H 3.134 1.674 2.880  0.07
H 3.893 2.085 4.365  0.08
H 2.265 1.434 4.415  0.08

C12H13Cl2NO3PrTl as an isolated structure in a non-equilibrium geometry. Source: the Open Molecules 2025 dataset; level of theory: wB97M-V/def2-TZVPD.

M   635.437 g mol⁻¹
Highest occupied orbital energy (spin up / spin down)   -21.48 / -21.41 eV
Gap between HOMO and LUMO (spin up / spin down)   3.0 / 2.8 eV
LUMO (spin up / spin down)   -0.680 / -0.684 Ha
Spin multiplicity   3
Net charge   +4
Strongest force on any atom   9.82 eV Å⁻¹

Last column: Löwdin spin population.
Geometry (Å):
Tl 5.227 1.802 -0.709  0.02
Pr 1.912 -0.048 -0.585  2.02
Cl 3.870 -0.688 0.953  -0.02
Cl 3.024 1.543 -2.384  0.01
C -0.322 1.510 -0.675  -0.02
C 8.183 1.769 -0.769  0.01
C 7.487 3.531 -2.097  0.00
O -0.813 2.578 -0.488  0.03
O 9.333 1.804 -0.807  0.00
O 8.400 4.069 -2.544  0.00
C -1.815 -0.482 2.560  0.00
N -3.014 -0.563 1.683  0.00
C -4.234 -0.101 2.395  0.00
C -2.831 0.151 0.348  0.00
C -1.804 -0.531 -0.506  -0.01
C -1.743 -1.919 -0.580  0.00
C -0.688 -2.528 -1.247  -0.03
C 0.205 -1.796 -2.047  0.00
C -0.046 -0.417 -2.216  -0.02
C -0.850 0.216 -1.244  0.00
H -1.660 0.562 2.848  0.00
H -0.947 -0.872 2.023  0.00
H -2.018 -1.095 3.445  0.00
H -3.160 -1.560 1.466  0.00
H -4.085 0.936 2.717  0.00
H -5.079 -0.171 1.704  0.00
H -4.396 -0.756 3.259  0.00
H -3.823 0.113 -0.135  0.00
H -2.601 1.200 0.554  0.00
H -2.521 -2.516 -0.096  0.00
H -0.595 -3.619 -1.177  0.00
H 0.944 -2.307 -2.673  0.00
H 0.459 0.182 -2.979  0.00

A 9-piece molecular cluster, C48H75BF9NO20P overall in a non-equilibrium geometry. Source: the Open Molecules 2025 dataset; level of theory: wB97M-V/def2-TZVPD.

M   1198.883 g mol⁻¹
Highest occupied orbital energy   -10.99 eV
Gap between HOMO and LUMO   8.7 eV
LUMO   -0.086 Ha
Net charge   +1
Strongest force on any atom   2.10 eV Å⁻¹

Last column: Löwdin charge in e.
Geometry (Å):
C 0.090 -1.544 -2.604  -0.13
C 1.438 -0.789 -2.372  -0.38
P 1.801 -0.960 -0.578  1.15
C 3.348 -1.957 -0.587  -0.22
N 2.298 0.747 0.132  -0.17
C 3.299 0.354 1.190  -0.08
C 3.690 1.372 2.293  -0.23
O 4.774 2.190 1.966  0.03
C 4.097 0.527 3.526  -0.55
F 3.065 -0.186 4.008  0.16
F 5.130 -0.291 3.243  0.15
F 4.500 1.370 4.509  0.15
C 2.797 1.709 -0.877  -0.12
B 4.167 1.401 -1.688  -0.43
C 4.226 0.910 -3.168  0.02
O 5.375 1.584 -1.005  0.13
C 2.780 3.106 -0.196  -0.23
O 2.487 4.004 -1.245  -0.09
C 3.313 5.185 -1.174  -0.14
C 3.013 6.082 -2.366  -0.37
C 3.965 5.793 -3.554  -0.02
O 3.165 7.442 -1.963  -0.03
C 1.474 2.952 0.690  0.03
C 1.090 1.475 0.714  -0.31
F 0.870 0.955 1.965  0.10
C -0.299 1.267 0.023  -0.35
F -0.823 0.063 0.300  0.12
F -0.219 1.426 -1.323  0.14
C -1.372 2.338 0.531  -0.51
F -1.151 2.719 1.795  0.19
F -2.584 1.756 0.474  0.16
F -1.396 3.399 -0.286  0.17
H -0.154 -2.188 -1.756  0.05
H -0.735 -0.849 -2.743  0.07
H 0.194 -2.192 -3.469  0.06
H 2.183 -1.297 -2.985  0.04
H 1.290 0.229 -2.723  0.07
H 3.276 -2.635 -1.439  0.07
H 4.245 -1.362 -0.776  0.04
H 3.448 -2.548 0.318  0.04
H 4.232 0.076 0.715  0.12
H 2.870 -0.506 1.705  0.12
H 2.874 1.983 2.657  0.14
H 5.440 1.714 1.459  0.11
H 2.076 1.893 -1.675  0.14
H 3.289 1.026 -3.712  0.07
H 4.405 -0.176 -3.135  0.09
H 5.062 1.338 -3.719  0.08
H 5.870 0.759 -0.940  0.12
H 3.670 3.377 0.357  0.14
H 3.049 5.709 -0.257  0.12
H 4.367 4.906 -1.138  0.13
H 1.980 5.953 -2.686  0.14
H 4.597 6.664 -3.713  0.08
H 4.626 4.951 -3.340  0.07
H 3.400 5.601 -4.465  0.07
H 3.757 7.494 -1.205  0.07
H 1.694 3.332 1.686  0.14
H 0.785 3.636 0.207  0.14
O 2.241 -2.362 -4.714  0.07
C 2.267 -1.980 -5.857  -0.47
O 3.367 -2.060 -6.616  0.04
C 3.137 -1.431 -7.900  -0.13
C 1.626 -1.442 -8.075  -0.14
C 1.141 -1.325 -6.631  -0.07
H 3.542 -0.417 -7.862  0.13
H 3.654 -1.992 -8.669  0.10
H 1.267 -0.656 -8.734  0.12
H 1.310 -2.400 -8.490  0.12
H 1.056 -0.285 -6.308  0.13
H 0.202 -1.843 -6.454  0.13
O -7.534 6.035 0.111  0.12
C -6.883 5.061 0.345  -0.49
O -7.252 3.818 -0.043  0.03
C -6.326 2.838 0.471  -0.15
C -5.044 3.609 0.739  -0.16
C -5.578 4.988 1.119  -0.07
H -6.742 2.412 1.378  0.10
H -6.197 2.050 -0.267  0.12
H -4.424 3.145 1.502  0.10
H -4.455 3.684 -0.178  0.11
H -5.802 5.063 2.184  0.13
H -4.915 5.796 0.823  0.12
O 4.987 6.585 0.791  0.12
C 4.842 6.348 1.956  -0.46
O 3.956 5.419 2.394  0.00
C 3.917 5.413 3.837  -0.14
C 5.245 6.016 4.271  -0.14
C 5.535 6.997 3.134  -0.06
H 3.062 6.010 4.159  0.13
H 3.785 4.389 4.182  0.12
H 5.204 6.475 5.256  0.12
H 6.013 5.242 4.291  0.12
H 5.080 7.974 3.305  0.14
H 6.596 7.114 2.936  0.13
O -7.205 1.124 3.433  0.12
C -6.642 0.182 2.954  -0.47
O -5.721 0.324 1.965  -0.01
C -5.287 -0.975 1.514  -0.15
C -5.595 -1.925 2.663  -0.16
C -6.834 -1.284 3.279  -0.07
H -5.843 -1.226 0.607  0.13
H -4.226 -0.926 1.274  0.12
H -5.738 -2.953 2.347  0.11
H -4.784 -1.909 3.391  0.12
H -7.753 -1.630 2.804  0.12
H -6.886 -1.442 4.349  0.11
O 4.471 -3.499 -11.297  0.13
C 5.025 -4.032 -10.384  -0.48
O 5.020 -3.506 -9.128  -0.02
C 5.848 -4.298 -8.255  -0.15
C 5.929 -5.667 -8.918  -0.15
C 5.841 -5.308 -10.401  -0.07
H 6.824 -3.815 -8.176  0.13
H 5.389 -4.331 -7.270  0.12
H 6.825 -6.220 -8.645  0.12
H 5.063 -6.267 -8.635  0.12
H 6.819 -5.087 -10.831  0.13
H 5.343 -6.071 -10.993  0.13
O -6.526 -3.928 4.554  0.11
C -7.007 -4.326 5.578  -0.47
O -7.337 -5.617 5.770  0.04
C -8.005 -5.779 7.036  -0.14
C -7.570 -4.581 7.869  -0.15
C -7.384 -3.509 6.798  -0.07
H -9.081 -5.791 6.857  0.13
H -7.707 -6.730 7.471  0.12
H -8.286 -4.317 8.645  0.12
H -6.613 -4.790 8.351  0.12
H -8.314 -2.980 6.583  0.13
H -6.599 -2.797 7.040  0.12
O 6.175 -3.689 0.561  0.10
C 6.013 -4.051 1.692  -0.49
O 5.130 -5.017 2.025  0.03
C 5.075 -5.172 3.456  -0.15
C 6.395 -4.612 3.967  -0.15
C 6.691 -3.520 2.941  -0.07
H 4.214 -4.614 3.830  0.13
H 4.939 -6.225 3.690  0.13
H 6.341 -4.259 4.995  0.12
H 7.167 -5.381 3.917  0.12
H 6.229 -2.568 3.209  0.11
H 7.754 -3.379 2.768  0.13
O -11.242 -3.258 5.353  0.12
C -11.326 -2.898 4.215  -0.49
O -10.338 -3.113 3.314  0.02
C -10.665 -2.480 2.064  -0.16
C -12.179 -2.323 2.075  -0.15
C -12.461 -2.133 3.564  -0.07
H -10.152 -1.515 2.022  0.12
H -10.312 -3.103 1.246  0.13
H -12.530 -1.507 1.446  0.12
H -12.648 -3.243 1.725  0.12
H -12.389 -1.087 3.866  0.13
H -13.420 -2.540 3.870  0.13